(1)
ORCA calculation (ωB97M-V/def2-TZVPD) on a 24-piece molecular cluster, H48O24 overall at a distorted geometry.

CARTESIAN COORDINATES (ANGSTROEM)
O (-0.860, -2.327, 2.848)
O (4.182, 1.328, 1.176)
O (-0.897, 2.741, 3.402)
O (-1.294, -0.915, 0.403)
O (-1.952, -0.066, 3.970)
O (2.662, 0.226, -0.979)
O (-2.536, -4.488, -2.315)
O (-1.164, 3.310, -5.080)
O (0.899, -1.733, -4.049)
O (-0.306, -5.398, -1.080)
O (2.735, -3.722, 1.504)
O (-1.072, -1.986, -2.151)
O (-1.487, 4.486, 0.581)
O (1.854, -1.366, 2.202)
O (-0.765, 1.063, -3.248)
O (-1.855, -4.727, 1.287)
O (-2.445, 5.531, 4.024)
O (-0.526, 2.880, -1.395)
O (0.612, 1.131, 0.673)
O (-2.931, 0.912, 1.654)
O (1.871, -2.814, -1.026)
O (2.277, 1.538, 3.257)
O (1.100, 4.141, -3.460)
O (1.783, 1.006, -3.651)
H (-2.687, -0.504, 4.458)
H (0.116, -2.255, 2.761)
H (-2.091, -0.392, 0.687)
H (-1.038, 0.315, -2.615)
H (-0.594, 2.952, -5.824)
H (-0.490, -5.010, -0.198)
H (-1.840, 4.809, 3.941)
H (0.538, -5.865, -1.087)
H (-3.141, -4.353, -1.542)
H (-1.803, -5.492, 1.881)
H (-1.400, 1.962, 3.733)
H (1.627, -0.872, 1.414)
H (1.406, 3.282, -3.703)
H (4.746, 0.601, 1.535)
H (0.485, -1.526, -4.889)
H (1.957, 0.727, -0.479)
H (1.003, -2.954, -1.444)
H (2.327, -2.234, 1.975)
H (-1.168, -1.975, 2.026)
H (-0.166, 0.556, 0.702)
H (2.618, -3.733, 0.553)
H (-1.543, -2.725, -2.551)
H (0.834, 1.053, -3.569)
H (2.569, 0.682, 3.535)
H (1.355, -0.873, -3.885)
H (1.708, 1.249, 2.511)
H (1.988, -1.816, -0.910)
H (0.225, 3.335, -1.789)
H (-1.103, 3.575, -1.009)
H (-1.741, -3.996, 1.950)
H (-2.197, 5.109, 0.882)
H (-2.315, 5.886, 4.891)
H (-0.804, 1.883, -2.633)
H (0.209, 1.949, 0.465)
H (-1.563, -1.340, -0.446)
H (3.614, 1.607, 1.946)
H (-1.760, -4.866, -1.817)
H (-2.375, 1.680, 1.619)
H (-2.600, 0.491, 2.464)
H (3.598, -4.004, 1.704)
H (2.089, 0.894, -2.729)
H (-0.354, -1.756, -2.776)
H (-1.103, 2.606, -4.424)
H (-1.245, 4.061, 1.392)
H (-0.060, 2.493, 3.743)
H (-1.477, -0.875, 3.596)
H (3.520, 0.627, -0.738)
H (0.243, 4.280, -3.854)

Output
E_LUMO: -0.042 eV
orbital gap: 11.1 eV
ΔE to the lowest compared entry with this formula, charge and spin: 8.21 kcal/mol
M: 432.4 g/mol
HOMO level: -11.1 eV
max |F|: 2.49 eV Å⁻¹
charge: 0

=====

(2)
ORCA calculation (ωB97M-V/def2-TZVPD) on an isolated ion of composition C4H10N3 and charge +1 at a distorted geometry.

CARTESIAN COORDINATES (ANGSTROEM)
N (0.462, 0.194, 0.815)
N (-0.842, 0.327, 0.712)
N (1.063, -0.224, -0.275)
C (-1.583, 0.774, 1.801)
C (-0.013, -0.441, -1.295)
C (2.431, -0.661, -0.439)
C (-1.286, 0.158, -0.639)
H (-2.242, -0.396, -0.803)
H (-2.599, 0.989, 1.664)
H (-0.003, -1.512, -1.643)
H (-1.480, 1.064, -1.142)
H (0.339, 0.055, -2.245)
H (2.887, 0.173, -0.969)
H (-1.500, 0.000, 2.558)
H (2.532, -1.542, -0.939)
H (3.009, -0.635, 0.578)
H (-1.172, 1.675, 2.262)

Output
E_LUMO: -4.476 eV
orbital gap: 9.6 eV
ΔE to the lowest compared entry with this formula, charge and spin: 71.36 kcal/mol
M: 100.1 g/mol
HOMO level: -14.1 eV
max |F|: 5.70 eV Å⁻¹
charge: +1

=====

(3)
ORCA calculation (ωB97M-V/def2-TZVPD) on Cl2S as an isolated structure at a distorted geometry.

CARTESIAN COORDINATES (ANGSTROEM)
Cl (-0.543, 1.879, -0.995)
Cl (0.104, -1.864, 0.070)
S (0.397, -0.012, 0.827)

Output
E_LUMO (alpha / beta): -3.830 / -3.827 eV
orbital gap (alpha / beta): 6.6 / 6.6 eV
ΔE to the lowest compared entry with this formula, charge and spin: 44.96 kcal/mol
M: 103.0 g/mol
HOMO level (alpha / beta): -10.4 / -10.4 eV
max |F|: 2.96 eV Å⁻¹
charge: 0

=====

- M of number 3 (Cl2S)?
  103.0 g/mol

=====

- The highest max |F| belongs to which entry?
  C4H10N3